One molecule with the formula C3H4O2 at a distorted geometry, computed with ωB97M-V/def2-TZVPD.

```
9
C3H4O2 | OMol25 | ωB97M-V/def2-TZVPD
O 0.157 0.909 -0.259
C 0.887 -0.129 -0.088
O -1.180 -0.755 0.428
C 0.010 -1.332 -0.111
H 0.374 -2.131 0.548
H -0.077 -1.712 -1.146
C -1.324 0.540 -0.075
H -1.767 1.200 0.680
H -1.785 0.567 -1.074
```

Calculated values
Frontier orbital gap in eV: 9.425
Energy above the lowest of the compared OMol25 structures with the same formula, charge and spin in kcal per mole: 77.1
Total energy in Eh: -267.069860
LUMO level in eV: 0.78
2S+1: 1

---

A 2-piece molecular cluster, C3H2FO3 overall at a distorted geometry, computed with ωB97M-V/def2-TZVPD.

```
9
C3H2FO3 | OMol25 | ωB97M-V/def2-TZVPD
C -2.087 -0.077 0.379
C 2.178 -0.109 0.288
C -1.096 0.132 -0.564
O -2.532 -0.051 1.496
O -2.354 -0.779 -0.756
O 2.436 -0.444 1.409
F 3.280 0.386 -0.500
H -1.138 1.027 -1.312
H 1.314 -0.086 -0.439
```

Calculated values
Frontier orbital gap in eV: 6.740
Energy above the lowest of the compared OMol25 structures with the same formula, charge and spin in kcal per mole: 91.9
Total energy in Eh: -441.048975
Charge: -1
LUMO level in eV: 3.88
2S+1: 1

---

C36H33CuFN2O2PSSe as an isolated structure, computed with ωB97M-V/def2-TZVPD.

```
78
C36H33CuFN2O2PSSe | OMol25 | ωB97M-V/def2-TZVPD
Cu -0.666 -0.540 -0.118
C -3.788 1.512 -0.522
C -2.611 2.430 -0.833
C -1.981 2.101 -2.179
C -1.588 2.496 0.306
C -2.099 3.313 1.488
O -1.701 2.562 2.653
C -1.255 1.369 2.205
N -1.203 1.205 0.944
C -0.834 0.472 3.324
C -1.433 0.743 4.561
C -1.075 0.046 5.697
C -0.084 -0.922 5.622
C 0.514 -1.189 4.407
C 0.146 -0.524 3.235
P 1.006 -1.005 1.677
C 0.697 -2.819 1.663
C -0.402 -3.395 2.293
C -0.717 -4.732 2.093
C 0.070 -5.516 1.263
C 1.165 -4.948 0.623
C 1.471 -3.609 0.810
C 2.744 -0.840 2.193
C 3.293 0.433 2.064
C 4.607 0.670 2.439
C 5.379 -0.368 2.941
C 4.837 -1.639 3.071
C 3.521 -1.878 2.697
H -4.578 1.644 -1.263
H -4.225 1.701 0.464
H -3.483 0.467 -0.549
H -2.996 3.459 -0.892
H -1.568 1.093 -2.207
H -1.162 2.786 -2.408
H -2.731 2.178 -2.970
H -0.648 2.916 -0.066
H -3.188 3.405 1.507
H -1.645 4.299 1.554
H -2.182 1.519 4.618
H -1.557 0.270 6.640
H 0.226 -1.465 6.506
H 1.290 -1.944 4.352
H -1.047 -2.799 2.926
H -1.591 -5.152 2.575
H -0.177 -6.557 1.100
H 1.777 -5.542 -0.044
H 2.290 -3.158 0.263
H 2.703 1.232 1.626
H 5.024 1.660 2.307
H 6.411 -0.189 3.220
H 5.438 -2.454 3.457
H 3.110 -2.875 2.794
O 2.580 -1.204 -0.973
S 1.727 -0.527 -1.955
N 0.248 -0.563 -1.830
F -4.662 -5.110 0.030
C -3.804 -4.054 -0.048
C -3.943 -3.018 0.853
C -3.051 -1.953 0.761
C -2.041 -1.912 -0.202
C -1.954 -2.981 -1.090
C -2.830 -4.060 -1.023
H -4.725 -3.056 1.600
H -3.157 -1.140 1.475
H -1.177 -2.979 -1.846
H -2.762 -4.898 -1.705
Se 1.812 2.575 -0.804
C 3.459 3.199 -0.097
C 3.526 4.168 0.915
C 4.738 4.595 1.440
C 5.936 4.066 0.975
C 5.892 3.101 -0.025
C 4.680 2.677 -0.548
H 2.598 4.585 1.289
H 4.745 5.347 2.222
H 6.883 4.398 1.384
H 6.812 2.666 -0.400
H 4.661 1.915 -1.317
```

Calculated values
Frontier orbital gap (spin up / spin down) in eV: 5.964 / 5.339
Energy above the lowest of the compared OMol25 structures with the same formula, charge and spin in kcal per mole: 2.7
Expectation value of S²: 0.755
Total energy in Eh: -6532.976148
Charge: -1
LUMO level (spin up / spin down) in eV: 2.37 / 1.75
2S+1: 2

---

A 2-piece molecular cluster, C2H14Si4 overall at a distorted geometry, computed with ωB97M-V/def2-TZVPD.

```
20
C2H14Si4 | OMol25 | ωB97M-V/def2-TZVPD
C 1.078 0.249 3.878
Si 0.485 -0.407 2.162
Si 2.118 -0.358 0.396
H 0.744 -0.449 4.576
H 2.144 0.483 3.949
H 0.720 1.191 4.250
H -0.799 0.159 1.725
H 0.316 -1.879 2.437
H 1.053 -0.440 -0.619
H 3.058 -1.439 0.552
H 2.725 1.024 0.121
C -2.301 -1.092 -2.469
Si -2.095 0.811 -2.689
Si 0.017 1.496 -2.561
H -3.359 -1.449 -2.416
H -1.733 -1.832 -3.088
H -1.915 -1.231 -1.498
H -3.544 1.237 -2.608
H 0.316 2.968 -2.620
H 0.971 0.958 -3.478
```

Calculated values
Frontier orbital gap in eV: 6.933
Energy above the lowest of the compared OMol25 structures with the same formula, charge and spin in kcal per mole: 41.5
Structure (SMILES): C[SiH2][SiH3].C[SiH]=[SiH2]
Total energy in Eh: -1242.382217
LUMO level in eV: -0.51
2S+1: 1

---

An isolated ion of composition C5H9N2O2 and charge +1 at a distorted geometry, computed with ωB97M-V/def2-TZVPD.

```
18
C5H9N2O2 | OMol25 | ωB97M-V/def2-TZVPD
C -0.372 2.008 -0.028
N -1.144 0.821 -0.004
C -2.399 0.592 0.024
O -3.423 1.153 -0.044
N -2.041 -0.925 0.025
O -2.629 -1.810 -0.548
C -0.634 -0.560 0.110
C 0.045 -0.940 1.476
C 0.163 -1.069 -1.123
H 0.401 2.032 -0.881
H -1.116 2.879 -0.142
H 0.046 2.214 1.006
H -0.155 -0.169 2.260
H 1.097 -1.137 1.406
H -0.422 -1.808 1.708
H 0.364 -2.114 -1.087
H 0.993 -0.509 -1.300
H -0.541 -1.014 -2.056
```

Calculated values
Frontier orbital gap (spin up / spin down) in eV: 7.694 / 7.694
Energy above the lowest of the compared OMol25 structures with the same formula, charge and spin in kcal per mole: 143.0
Structure (SMILES): CN1C(=O)[N+](=O)C1(C)C
Total energy in Eh: -455.498795
Charge: +1
LUMO level (spin up / spin down) in eV: -7.71 / -7.72
2S+1: 1

---

A 2-piece molecular cluster, C3H6O2 overall, computed with ωB97M-V/def2-TZVPD.

```
11
C3H6O2 | OMol25 | ωB97M-V/def2-TZVPD
O 1.629 -0.771 -0.491
C 1.421 0.150 0.259
C 0.169 0.974 0.254
C -1.125 0.318 0.511
O -0.751 0.730 -0.785
H 2.160 0.437 1.036
H 0.292 2.018 0.547
H -1.919 0.895 0.984
H -1.152 -0.760 0.666
H -0.235 -1.888 -1.407
H -0.718 -2.455 -1.449
```

Calculated values
Frontier orbital gap in eV: 10.941
Energy above the lowest of the compared OMol25 structures with the same formula, charge and spin in kcal per mole: 74.4
Structure (SMILES): O=C[C@@H]1CO1.[H][H]
Total energy in Eh: -268.286620
LUMO level in eV: 0.70
2S+1: 1